[1]
{"formula": "C12H18N6", "method": "ωB97M-V/def2-TZVPD", "species": ["C", "C", "N", "H", "H", "H", "C", "C", "N", "H", "H", "H", "C", "C", "N", "H", "H", "H", "C", "C", "N", "H", "H", "H", "C", "C", "N", "H", "H", "H", "C", "C", "N", "H", "H", "H"], "xyz": [[0.566885, -0.665801, 0.190379], [-0.823550, -0.540901, -0.196043], [-1.915083, -0.370793, -0.440928], [0.836809, -0.007290, 1.015969], [1.315392, -0.396304, -0.554754], [0.633044, -1.703463, 0.517458], [-2.711526, 1.090285, -3.567691], [-1.277027, 0.934809, -3.417810], [-0.133778, 0.774321, -3.276316], [-3.067690, 0.155277, -3.135226], [-2.868313, 1.266418, -4.631874], [-3.158454, 1.931012, -3.037104], [-1.379935, -3.365844, 1.458573], [-2.077469, -4.634702, 1.769351], [-2.739858, -5.622414, 1.961554], [-1.630574, -3.067984, 0.440454], [-0.306772, -3.535110, 1.546759], [-1.751667, -2.550721, 2.079438], [4.487850, -1.970695, 0.227258], [3.683736, -1.515438, 1.387227], [2.965298, -1.145346, 2.184382], [3.865767, -2.793708, -0.124526], [5.449151, -2.424670, 0.467853], [4.398457, -1.240997, -0.577519], [3.135218, 2.515247, 1.985744], [4.534623, 2.450490, 1.510454], [5.662536, 2.445212, 1.103519], [2.802392, 1.532428, 2.319496], [2.578702, 2.874909, 1.120281], [3.024314, 3.357614, 2.668559], [-3.530589, 2.647013, -0.289206], [-4.857480, 2.800086, -0.917927], [-5.926612, 2.933038, -1.346698], [-3.567795, 1.777937, 0.367628], [-3.382307, 3.546093, 0.308925], [-2.833697, 2.519987, -1.117641]], "forces_ev_per_a": [[0.27, -0.25, 0.44], [2.06, 0.81, 0.15], [-2.17, 0.08, -0.51], [-0.49, -0.19, 0.28], [-0.48, -0.40, -0.53], [0.73, 0.11, 0.04], [0.38, -0.13, -0.08], [2.36, 0.38, 0.67], [-1.77, 0.21, -0.25], [-0.77, 0.05, -0.49], [-0.55, -0.51, 0.04], [0.36, -0.08, 0.06], [-0.42, -0.65, -0.13], [-3.41, -4.20, 0.74], [3.50, 4.91, -0.89], [0.09, -0.21, -0.10], [-0.06, 0.26, 0.14], [0.25, -0.20, 0.29], [-1.65, -0.69, 0.42], [1.76, -0.32, -1.67], [-0.97, 0.54, 1.28], [0.12, -0.34, -0.27], [0.05, 0.73, -0.03], [0.77, 0.16, 0.25], [0.72, 0.63, -1.00], [4.79, 0.02, -1.48], [-5.22, -0.09, 1.86], [-0.09, 0.30, 0.22], [-0.33, -0.45, -0.16], [0.12, -0.50, 0.56], [-1.16, 0.13, -0.38], [-1.30, 0.08, -0.07], [1.40, -0.18, 0.35], [0.27, -0.02, -0.20], [0.44, -0.05, -0.16], [0.41, 0.07, 0.60]], "homo_lumo_gap_ha": 0.42775, "e_lumo_ev": 0.1}

---

[2]
{"formula": "C12H18NO6P", "method": "ωB97M-V/def2-TZVPD", "species": ["O", "C", "O", "C", "C", "C", "C", "C", "O", "C", "O", "O", "C", "P", "O", "H", "H", "H", "H", "H", "H", "H", "H", "H", "H", "H", "H", "H", "N", "C", "C", "C", "C", "H", "H", "H", "H", "H"], "xyz": [[2.781830, 1.257271, 5.171402], [2.030821, 1.502682, 4.283701], [0.697913, 1.502574, 4.432173], [-0.114907, 1.698824, 3.270556], [-1.129699, 0.561427, 3.125528], [-1.367685, 0.131811, 1.675819], [-0.484897, -1.011613, 1.165625], [1.002322, -0.800578, 1.323194], [1.718369, -2.047753, 1.348236], [3.015038, -1.683345, 1.144105], [3.965829, -2.085043, 1.711526], [3.030118, -0.738786, 0.149052], [1.787291, -0.030264, 0.232583], [1.022909, 0.246936, -1.395852], [0.074315, 1.387199, -1.334973], [2.367860, 1.773699, 3.264131], [-0.622122, 2.655714, 3.389685], [0.520477, 1.771675, 2.380702], [-2.079247, 0.927661, 3.518115], [-0.845510, -0.275806, 3.767044], [-2.394414, -0.225273, 1.584968], [-1.299874, 1.000428, 1.014638], [-0.734140, -1.925850, 1.708193], [-0.740795, -1.197361, 0.119174], [1.232417, -0.294736, 2.266665], [1.994617, 0.990078, 0.573434], [0.481743, -0.964247, -1.860970], [2.128725, 0.483206, -2.231262], [-0.894569, 0.220549, -4.563429], [-1.869483, 0.187417, -3.603656], [-2.788128, -0.758037, -3.975470], [-2.347362, -1.317805, -5.207564], [-1.177652, -0.691911, -5.544986], [-0.101580, 0.835506, -4.551819], [-1.818390, 0.837613, -2.747096], [-3.677779, -1.019986, -3.427424], [-2.835566, -2.088030, -5.780837], [-0.528794, -0.815845, -6.394909]], "forces_ev_per_a": [[0.04, -0.02, 0.12], [0.08, 0.13, -0.07], [-0.03, -0.09, 0.01], [0.07, -0.07, -0.08], [-0.26, 0.27, 0.03], [-0.09, -0.07, -0.02], [-0.05, 0.00, -0.08], [0.14, 0.16, -0.18], [0.06, 0.21, 0.48], [-0.25, -0.17, -0.41], [0.14, -0.33, -0.20], [0.03, 0.33, 0.38], [0.17, 0.05, 0.01], [-0.28, 0.45, -0.19], [-0.08, -0.12, 0.06], [-0.11, -0.06, -0.01], [0.03, 0.02, -0.05], [0.02, 0.05, 0.04], [0.00, -0.10, 0.10], [0.14, -0.02, -0.10], [-0.02, 0.04, -0.03], [0.08, -0.03, -0.04], [0.04, 0.02, 0.07], [0.06, -0.10, 0.01], [-0.20, -0.18, 0.10], [-0.01, 0.00, -0.05], [0.17, -0.11, 0.03], [0.11, -0.26, 0.03], [0.07, -0.04, 0.04], [-0.08, 0.03, 0.06], [0.06, -0.04, -0.03], [-0.01, 0.00, 0.01], [0.01, 0.00, 0.01], [-0.05, 0.06, -0.03], [0.00, 0.01, -0.01], [0.00, 0.00, -0.01], [0.00, 0.00, 0.00], [-0.01, 0.00, 0.00]], "homo_lumo_gap_ha": 0.32970, "e_lumo_ev": 0.5}

---

[3]
{"formula": "C12H18NO7P2Pt", "method": "ωB97M-V/def2-TZVPD", "species": ["Pt", "O", "P", "O", "O", "O", "P", "O", "O", "O", "H", "H", "C", "C", "C", "C", "C", "C", "C", "H", "H", "H", "H", "H", "H", "H", "C", "C", "C", "C", "C", "N", "H", "H", "H", "H", "H", "H", "H", "H", "H"], "xyz": [[-0.353572, 0.551570, -0.563819], [-0.837670, -2.818162, -3.139584], [-0.347787, -2.024325, -1.817201], [0.590204, -2.872423, -1.042613], [0.068331, -0.671020, -2.331055], [-1.740242, -1.981336, -0.963985], [-2.748128, -0.795263, -0.524535], [-2.145475, -0.454894, 0.994716], [-4.097084, -1.362062, -0.357272], [-2.486803, 0.444848, -1.328050], [-0.974047, -3.733919, -2.909608], [-2.796390, -0.767767, 1.620916], [0.183928, 2.437873, 0.271139], [0.267488, 3.346967, -0.855871], [1.501150, 3.638153, -1.468144], [1.585524, 4.534773, -2.510468], [0.446484, 5.174889, -2.981907], [-0.782753, 4.887987, -2.404553], [-0.875938, 3.993311, -1.362216], [-0.672582, 2.636894, 0.928145], [1.121632, 2.358808, 0.822798], [2.386082, 3.132396, -1.107914], [2.543921, 4.745603, -2.965479], [0.515532, 5.887048, -3.791771], [-1.675092, 5.372990, -2.776621], [-1.835816, 3.764411, -0.922023], [0.907074, -1.940145, 3.540049], [0.871040, -2.495421, 2.107448], [2.077192, -3.392366, 1.806910], [-0.424396, -3.273556, 1.867874], [0.954362, -1.351096, 1.224364], [1.159776, -0.348560, 0.681446], [0.907220, -2.763830, 4.250276], [0.033590, -1.318262, 3.722610], [1.796292, -1.334685, 3.698090], [2.047195, -4.278191, 2.437836], [3.008933, -2.861206, 1.983582], [2.034687, -3.688507, 0.762044], [-0.464400, -4.154631, 2.506694], [-0.460039, -3.578232, 0.825749], [-1.289426, -2.648660, 2.072004]], "forces_ev_per_a": [[2.97, 2.14, -0.68], [0.06, 0.37, -0.05], [-0.09, -0.70, -0.87], [0.10, -0.13, 0.20], [-0.66, -0.79, 0.47], [0.12, 0.11, -0.30], [-0.40, -0.55, 1.46], [-0.53, -0.39, -0.25], [-0.11, 0.06, -0.18], [0.87, 0.94, -0.18], [-0.06, -0.49, 0.04], [-0.43, -0.15, 0.30], [-1.78, -1.39, 1.02], [0.06, 0.75, -0.82], [-0.45, -0.31, 0.36], [-0.04, 0.25, -0.24], [0.07, -0.04, 0.02], [0.00, 0.18, -0.20], [0.34, -0.39, 0.28], [0.45, 0.41, 0.07], [-0.15, -0.22, -0.02], [0.10, -0.03, 0.04], [0.08, 0.00, -0.02], [0.01, 0.03, -0.08], [-0.07, 0.02, -0.02], [-0.11, -0.03, 0.05], [0.03, 0.02, -0.11], [-0.05, -0.66, 0.50], [-0.01, 0.06, -0.13], [-0.14, 0.09, -0.25], [0.69, 1.39, -0.45], [-1.04, -0.43, -0.28], [0.00, -0.11, 0.05], [-0.07, 0.05, 0.03], [0.11, 0.03, 0.06], [-0.05, -0.05, 0.11], [0.14, 0.05, 0.05], [0.02, -0.06, -0.09], [0.15, -0.01, 0.15], [-0.08, -0.05, -0.03], [-0.07, 0.02, -0.01]], "charge": -1, "homo_lumo_gap_ha": [0.25765, 0.25764], "e_lumo_ev": [2.6, 2.6]}

---

[4]
{"formula": "C12H18O11Pt", "method": "ωB97M-V/def2-TZVPD", "species": ["Pt", "C", "C", "O", "O", "H", "H", "H", "C", "C", "O", "O", "H", "H", "H", "C", "C", "O", "O", "H", "H", "H", "C", "C", "O", "O", "H", "H", "H", "C", "C", "C", "O", "C", "O", "O", "H", "H", "H", "H", "H", "H"], "xyz": [[-0.913159, -0.234497, -0.940354], [3.105547, -0.865145, -3.189499], [1.799860, -0.103462, -2.881730], [1.439841, 0.833233, -3.586108], [1.229857, -0.494080, -1.807894], [3.912718, -0.251253, -2.779325], [3.353522, -1.095993, -4.225126], [3.084106, -1.799329, -2.623437], [1.146262, 3.071886, 0.836503], [0.267670, 2.881863, -0.376565], [-0.589827, 1.945639, -0.373174], [0.486718, 3.593008, -1.381532], [0.506323, 3.262360, 1.704708], [1.830831, 3.928476, 0.821705], [1.912985, 2.290209, 0.854745], [-2.705059, -3.821820, -0.169509], [-2.127698, -2.509422, -0.668357], [-2.674423, -1.393061, -0.389771], [-0.973031, -2.488450, -1.163902], [-2.425272, -4.622380, -0.863598], [-3.775241, -3.885653, 0.018566], [-2.223306, -4.249465, 0.715656], [-3.466685, -0.445153, -4.049616], [-2.165275, 0.422755, -4.054227], [-1.578422, 0.547844, -2.939956], [-1.895398, 1.122580, -5.048034], [-4.088333, 0.184899, -3.404381], [-3.408807, -1.420579, -3.572978], [-3.889180, -0.367456, -5.051646], [2.689173, 0.680381, 4.424004], [1.341752, 0.029182, 4.211091], [0.142566, 0.949870, 4.386831], [-0.785266, 0.433833, 3.456039], [-0.085135, -0.121810, 2.450908], [-0.547205, -0.383892, 1.393943], [1.220542, -0.222111, 2.783580], [3.585955, 0.158942, 4.086222], [2.853373, 1.003923, 5.455733], [2.814360, 1.600575, 3.843076], [1.304588, -1.004722, 4.565126], [0.481170, 1.949617, 4.111141], [-0.192978, 0.888661, 5.421161]], "forces_ev_per_a": [[1.61, 1.36, -2.30], [0.19, -0.39, 0.67], [-0.79, 0.94, -0.24], [0.69, -0.34, -0.39], [0.04, -0.42, 0.75], [0.09, -0.02, -0.05], [-0.39, 0.33, -0.19], [0.12, -0.02, -0.03], [0.85, 0.76, 0.59], [0.12, 0.19, -3.41], [-0.25, -0.22, 1.47], [0.07, 0.20, 1.37], [0.26, -0.85, 0.37], [-0.54, 0.45, -0.64], [-0.76, -0.72, 0.64], [0.11, -1.33, -0.53], [0.71, 1.23, 1.32], [-1.55, -1.36, 0.32], [-0.48, -1.04, -0.19], [-0.31, 0.24, -0.44], [-0.05, 0.48, -0.20], [0.23, 0.91, 0.32], [0.35, 1.45, -0.03], [0.16, 0.74, 0.37], [0.15, -0.48, 0.28], [-0.65, -0.89, -0.07], [-0.25, -0.24, 0.06], [0.20, -0.13, -0.30], [-0.07, -0.67, -0.01], [0.75, 1.07, 0.16], [1.08, -0.23, -1.96], [0.99, -0.82, 0.87], [-0.52, 0.33, 0.88], [0.45, 0.53, -1.37], [0.05, -0.68, 0.85], [-0.12, -0.07, -0.10], [-0.42, -0.82, 0.22], [-0.13, -0.32, 0.14], [-0.72, 0.05, -0.09], [-0.34, 0.40, 1.09], [-0.36, 0.15, 0.01], [-0.57, 0.25, -0.18]], "charge": -2, "spin_multiplicity": 3, "homo_lumo_gap_ha": [0.18770, 0.19453], "e_lumo_ev": [4.0, 4.0]}

---

Q: Which E_tot values were calculated for the entries above? A: -796.4919, -1315.5974, -1851.8200, -1414.9771, in a.u..
Q: Which relative energy (zero: lowest compared OMol25 entry of this formula, charge and spin) values were calculated for the entries above? A: 27.9, 0.0, 62.3, 65.2, in kcal/mol.